Record 1
A 2-piece molecular cluster, C7H7F8O6S overall. Source: the Open Molecules 2025 dataset; level of theory: the ωB97M-V functional and the def2-TZVPD basis.

Computed properties:
- Relative energy (zero: lowest compared OMol25 entry of this formula, charge and spin): 130.8 kJ/mol
- DFT total energy: -1919.15515 Ha
- HOMO energy: -13.7 eV
- LUMO level: -4.9795 eV
- Net charge: +1
- Strongest force on any atom: 0.0842 Eh/bohr
- Orbital gap: 8.760 eV

Positions of all 29 atoms, in Å:
O  0.222  2.533  0.783
C  -0.519  1.798  0.305
F  -0.979  2.131  -0.929
C  -1.005  0.536  1.017
C  -1.078  -0.758  0.130
C  0.075  -1.087  -0.828
F  -0.326  -2.174  -1.527
F  0.228  -0.130  -1.755
C  1.427  -1.510  -0.176
F  1.289  -2.395  0.792
F  2.134  -2.121  -1.144
C  2.325  -0.350  0.345
F  2.566  0.631  -0.567
F  1.901  0.211  1.453
F  3.503  -0.878  0.634
C  -2.417  -0.563  -0.688
O  -3.540  -1.093  0.052
S  -3.062  -1.896  1.358
O  -3.319  -1.218  2.574
O  -3.495  -3.230  1.410
O  -1.457  -1.760  1.064
H  -0.440  0.375  1.946
H  -2.040  0.744  1.355
H  -2.703  0.472  -0.926
H  -2.497  -1.083  -1.656
O  3.492  3.210  -1.145
H  3.670  3.575  -2.037
H  3.199  2.268  -1.188
H  2.844  3.761  -0.652

Cartesian forces, eV/Å:
3.0 2.6 1.7
-1.8 -1.9 -0.6
-0.6 -0.9 0.1
-0.1 0.1 -0.9
-3.3 2.1 1.0
-0.9 -2.0 0.4
0.1 -0.3 0.2
0.4 0.7 0.5
0.4 0.5 -1.3
-0.6 0.2 0.7
0.2 0.4 -0.3
1.3 -0.9 1.0
-0.4 0.3 -0.5
-0.8 0.4 0.1
0.3 -0.2 -0.3
-1.0 0.0 -1.9
1.1 -0.4 1.2
-0.2 0.1 1.3
0.2 1.6 -0.3
0.3 -0.9 -1.6
0.8 -1.0 -0.7
0.1 0.2 -0.6
0.4 -0.2 -0.2
0.6 -0.2 0.4
0.7 0.0 0.4
-0.1 0.1 -0.1
0.0 0.0 0.1
-0.1 -0.1 0.2
0.0 -0.1 0.0

Record 2
C7H7FO2S as an isolated structure. Source: the Open Molecules 2025 dataset; level of theory: the ωB97M-V functional and the def2-TZVPD basis.

Computed properties:
- Relative energy (zero: lowest compared OMol25 entry of this formula, charge and spin): 248.9 kJ/mol
- DFT total energy: -919.28608 Ha
- HOMO energy (alpha / beta): -8.7 / -8.5 eV
- LUMO level (alpha / beta): -1.3761 / -2.1521 eV
- Strongest force on any atom: 0.0403 Eh/bohr
- Orbital gap (alpha / beta): 7.358 / 6.373 eV

Positions of all 18 atoms, in Å:
C  1.004  -0.486  -2.840
C  2.104  -0.469  -1.990
C  -0.227  0.052  -2.311
C  1.988  -0.254  -0.616
C  -0.333  0.399  -0.991
C  0.750  0.296  -0.095
C  -2.203  0.635  3.391
O  -1.870  -0.692  1.238
O  0.654  0.716  1.088
F  -0.439  -1.239  3.158
S  -1.133  -0.021  2.295
H  1.149  -0.593  -3.959
H  3.118  -0.741  -2.300
H  -1.158  -0.162  -2.819
H  2.812  -0.036  0.041
H  -1.319  0.639  -0.505
H  -1.824  0.884  4.357
H  -3.071  1.073  2.858

Cartesian forces, eV/Å:
-0.5 1.9 -0.7
1.1 -1.0 1.1
0.4 -2.0 0.1
-1.1 1.6 -0.5
-1.9 0.2 0.0
0.9 -0.6 -0.5
-0.7 -0.2 -0.8
0.2 0.3 -0.2
0.9 0.6 -0.1
-0.2 0.7 0.0
-0.7 -1.6 0.7
-0.4 -0.3 1.6
-0.5 0.1 -0.4
0.0 0.7 -0.6
0.6 -0.7 0.0
1.2 -0.1 -1.0
-0.1 0.4 0.4
0.6 -0.1 0.8

Record 3
A single C7H7N molecule. Source: the Open Molecules 2025 dataset; level of theory: the ωB97M-V functional and the def2-TZVPD basis.

Computed properties:
- Relative energy (zero: lowest compared OMol25 entry of this formula, charge and spin): 874.6 kJ/mol
- DFT total energy: -325.32556 Ha
- HOMO energy: -8.3 eV
- LUMO level: 0.3374 eV
- Strongest force on any atom: 0.2415 Eh/bohr
- Orbital gap: 8.656 eV

Positions of all 15 atoms, in Å:
C  -3.064  0.210  -0.103
C  -1.745  -0.384  -0.276
C  -0.354  -0.229  -0.797
C  0.258  0.997  0.163
C  1.725  0.828  -0.190
C  2.148  -0.416  -0.204
C  0.678  -1.030  0.269
N  0.174  -0.068  1.115
H  -4.101  0.368  0.203
H  -0.215  -0.473  -1.952
H  -0.178  1.862  0.211
H  2.231  1.841  -0.543
H  3.290  -0.662  -0.605
H  0.636  -2.200  0.259
H  -0.752  -0.115  1.443

Cartesian forces, eV/Å:
10.6 -4.9 -1.4
-11.3 5.2 -0.1
0.9 -1.4 -1.9
3.6 -8.0 -3.0
1.5 5.3 -1.7
0.5 -0.1 -0.2
0.4 -2.6 -5.2
1.7 2.2 7.1
0.8 -0.4 -0.1
-0.6 1.1 2.0
-2.6 4.8 0.7
-0.5 -2.5 0.8
-3.6 -0.1 1.4
-0.4 2.4 1.0
-1.1 -1.0 0.6

Record 4
A single C7H7N molecule. Source: the Open Molecules 2025 dataset; level of theory: the ωB97M-V functional and the def2-TZVPD basis.

Computed properties:
- Relative energy (zero: lowest compared OMol25 entry of this formula, charge and spin): 644.1 kJ/mol
- DFT total energy: -325.41337 Ha
- HOMO energy (alpha / beta): -7.7 / -8.4 eV
- LUMO level (alpha / beta): -0.5717 / -0.4623 eV
- Strongest force on any atom: 0.0428 Eh/bohr
- Orbital gap (alpha / beta): 7.131 / 7.910 eV

Positions of all 15 atoms, in Å:
C  -1.308  1.530  0.848
C  -0.779  -1.849  -1.031
C  -1.127  -0.659  -0.425
C  -0.680  0.361  0.182
H  -1.101  2.429  0.267
H  -0.859  1.674  1.831
H  -2.384  1.389  0.960
H  0.508  -1.642  -0.807
H  -0.878  -1.910  -2.114
H  -1.056  -2.772  -0.519
C  1.737  -0.938  -0.288
C  1.104  0.403  0.195
C  1.680  1.463  0.504
N  2.687  -1.611  -0.394
H  2.456  2.130  0.790

Cartesian forces, eV/Å:
0.3 0.1 0.1
1.8 -0.4 -0.2
0.2 1.1 0.7
-0.2 -0.3 -0.2
-0.1 0.0 0.0
0.0 0.0 0.0
0.1 0.0 -0.1
-2.0 -0.8 -0.6
0.0 0.0 0.0
0.2 0.1 0.0
0.9 1.2 0.8
-0.4 -1.1 -0.7
-0.2 -0.4 0.2
-0.8 0.3 -0.1
0.0 0.2 -0.1